Density functional theory data (the ωB97M-V functional and the def2-TZVPD basis) for a gas-phase ion, C8H19N2 (charge +1) in a non-equilibrium geometry.

Bonds (Å) are listed after each position.
Geometry (Å):
1 C -0.5905 -1.0789 2.6252  N2 1.441, H11 1.051, H12 1.053, H13 1.100
2 N 0.0333 -0.3932 1.5214  C1 1.441, C3 1.430, H14 1.090
3 C -0.6752 0.7596 1.0591  N2 1.430, C4 1.532, C5 1.647, H15 1.029
4 C -0.6042 1.9470 2.0242  C3 1.532, H16 1.184, H17 1.112, H18 1.112
5 C 0.0327 1.3423 -0.3091  C3 1.647, N6 1.415, H19 1.035, H20 1.101
6 N 0.6576 0.3281 -1.0722  C5 1.415, C7 1.431, C8 1.299
7 C 2.0588 0.5559 -1.2538  N6 1.431, H21 1.155, H22 1.106, H23 1.098
8 C 0.1114 -0.7596 -1.5273  N6 1.299, C9 1.570, C10 1.488
9 C -1.4318 -0.9784 -1.7148  C8 1.570, H24 1.095, H25 1.087, H26 1.114
10 C 0.8353 -1.8880 -2.1725  C8 1.488, H27 1.102, H28 1.055, H29 1.118
11 H -0.1406 -2.0118 2.8041  C1 1.051
12 H -0.7821 -0.5042 3.4868  C1 1.053
13 H -1.5979 -1.2631 2.2250  C1 1.100
14 H 1.0551 -0.0601 1.7041  N2 1.090
15 H -1.6618 0.6350 0.7960  C3 1.029
16 H -1.1144 2.7559 1.3267  C4 1.184
17 H 0.3976 2.3002 2.3544  C4 1.112
18 H -1.2903 1.9175 2.8984  C4 1.112
19 H -0.6454 1.9175 -0.8385  C5 1.035
20 H 0.7559 2.0119 0.1808  C5 1.101
21 H 2.6450 -0.4094 -1.4966  C7 1.155
22 H 2.1254 1.3742 -1.9953  C7 1.106
23 H 2.4728 0.9801 -0.3294  C7 1.098
24 H -1.8485 -0.9269 -0.7033  C9 1.095
25 H -1.8212 -1.8602 -2.2165  C9 1.087
26 H -1.8392 -0.1053 -2.2747  C9 1.114
27 H 1.8127 -2.2872 -1.8569  C10 1.102
28 H 0.9641 -1.5876 -3.1756  C10 1.055
29 H 0.0853 -2.7113 -2.0695  C10 1.118

As for the SMILES: CN[C@@H](C)C[N+](C)=C(C)C. The calculation puts the largest force on an atom at 0.079 hartree/bohr. As for the total charge: +1. As for the calculated total energy: -425.416485 hartree.

=====

Density functional theory data (the ωB97M-V functional and the def2-TZVPD basis) for 2 unconnected molecules or ions with the total composition C8H19N3O5P in a non-equilibrium geometry.

Bonds (Å) are listed after each position.
Geometry (Å):
1 N 4.1568 -2.1605 -1.3606  P2 1.522, H11 1.011
2 P 2.9916 -1.3204 -1.8639  N1 1.522, O3 1.603, O4 1.615, N5 1.713
3 O 2.4868 -1.7022 -3.3364  P2 1.603, H12 0.965
4 O 3.3266 0.2305 -2.1648  P2 1.615, H13 0.969
5 N 1.6103 -1.3487 -0.8515  P2 1.713, C6 1.465, C10 1.462
6 C 0.4584 -2.1196 -1.3255  N5 1.465, C7 1.519, H14 1.090, H15 1.092
7 C -0.4414 -1.4356 -2.3406  C6 1.519, N8 1.514, H16 1.086, H17 1.089
8 N -0.7000 0.0233 -2.0286  C7 1.514, C9 1.517, H18 1.019, H19 1.025
9 C 0.4028 0.8047 -1.3392  N8 1.517, C10 1.514, H20 1.087, H21 1.090
10 C 1.1143 -0.0751 -0.3328  N5 1.462, C9 1.514, H22 1.093, H23 1.089
11 H 3.9932 -2.6365 -0.4843  N1 1.011
12 H 2.3342 -0.9353 -3.9015  O3 0.965
13 H 3.8209 0.6247 -1.4301  O4 0.969
14 H 0.8158 -3.0483 -1.7698  C6 1.090
15 H -0.1337 -2.3956 -0.4509  C6 1.092
16 H -0.0808 -1.5147 -3.3621  C7 1.086
17 H -1.4161 -1.9205 -2.3099  C7 1.089
18 H -0.8774 0.4899 -2.9171  N8 1.019
19 H -1.5633 0.1070 -1.4817  N8 1.025
20 H 1.0505 1.2614 -2.0837  C9 1.087
21 H -0.0971 1.6149 -0.8080  C9 1.090
22 H 0.3621 -0.3058 0.4259  C10 1.093
23 H 1.9155 0.4700 0.1631  C10 1.089
24 C -0.8897 1.8257 4.1037  C25 1.503, H31 1.089, H32 1.089, H33 1.090
25 C -1.6584 1.7294 2.8160  C24 1.503, C26 1.519, O30 1.451, H34 1.094
26 C -3.1487 1.4564 2.9182  C25 1.519, O27 1.448, H35 1.085, H36 1.091
27 O -3.4110 0.7929 1.6577  C26 1.448, C28 1.334
28 C -2.2837 0.1904 1.2765  O27 1.334, O29 1.204, O30 1.341
29 O -2.1688 -0.5542 0.3367  C28 1.204
30 O -1.2523 0.5690 2.0453  C25 1.451, C28 1.341
31 H 0.1818 1.8035 3.9114  C24 1.089
32 H -1.1301 2.7604 4.6093  C24 1.089
33 H -1.1313 0.9938 4.7653  C24 1.090
34 H -1.4859 2.6110 2.1915  C25 1.094
35 H -3.7649 2.3466 2.9929  C26 1.085
36 H -3.3870 0.7674 3.7295  C26 1.091

The calculation puts the largest force on an atom at 0.028 hartree/bohr. As for the total charge: +1. As for the calculated total energy: -1197.909796 hartree.

=====

Density functional theory data (the ωB97M-V functional and the def2-TZVPD basis) for 2 unconnected molecules or ions with the total composition C8H19NO in a non-equilibrium geometry.

Bonds (Å) are listed after each position.
Geometry (Å):
1 C -0.4473 -0.3488 1.2242  C2 1.566, H8 1.002, H9 1.059, H10 1.074
2 C 0.9628 0.3007 1.4320  C1 1.566, N3 1.583, H11 0.977, H12 1.143
3 N 2.2705 0.1003 0.5627  C2 1.583, C4 1.427, C5 1.459
4 C 3.3875 -0.5717 1.1442  N3 1.427, H13 1.128, H14 1.119, H15 1.088
5 C 2.4798 1.4634 0.0876  N3 1.459, C6 1.446, O7 1.159
6 C 2.4203 1.5202 -1.3556  C5 1.446, H16 1.108, H17 0.985, H18 1.190
7 O 2.7815 2.2908 0.8411  C5 1.159
8 H -0.3965 -0.1199 0.2503  C1 1.002
9 H -0.9994 -0.1756 2.1108  C1 1.059
10 H -0.4590 -1.4183 1.3263  C1 1.074
11 H 0.7844 1.2598 1.4827  C2 0.977
12 H 1.1772 -0.0042 2.5123  C2 1.143
13 H 3.2533 -1.6889 1.0635  C4 1.128
14 H 4.3951 -0.5196 0.6602  C4 1.119
15 H 3.6005 -0.3597 2.1894  C4 1.088
16 H 1.4072 1.7815 -1.7208  C6 1.108
17 H 3.1612 2.1125 -1.6194  C6 0.985
18 H 2.5591 0.4395 -1.8341  C6 1.190
19 C -3.5062 -1.3969 -0.1020  C20 1.523, H22 1.117, H23 1.069, H24 1.117
20 C -2.5262 -0.9548 -1.1813  C19 1.523, C21 1.617, H25 1.217, H26 1.086
21 C -2.5993 0.5924 -1.6437  C20 1.617, H27 1.199, H28 1.141, H29 1.067
22 H -2.9441 -1.8236 0.7634  C19 1.117
23 H -4.3747 -1.9133 -0.4521  C19 1.069
24 H -4.0245 -0.5224 0.3597  C19 1.117
25 H -1.3708 -1.1506 -0.8544  C20 1.217
26 H -2.8020 -1.6274 -1.9887  C20 1.086
27 H -3.7418 0.8094 -1.3505  C21 1.199
28 H -1.8380 1.3155 -1.1973  C21 1.141
29 H -2.6106 0.6098 -2.7106  C21 1.067

As for the SMILES: CCN(C)C(C)=O.CCC. The calculation puts the largest force on an atom at 0.149 hartree/bohr. As for the total charge: 0. As for the calculated total energy: -446.024898 hartree.

=====

Density functional theory data (the ωB97M-V functional and the def2-TZVPD basis) for C8H19NO in the gas phase in a non-equilibrium geometry.

Bonds (Å) are listed after each position.
Geometry (Å):
1 C 0.4813 -0.6009 -2.0693  C2 1.536, H11 1.093, H12 1.098, H13 1.095
2 C -0.5989 -0.5495 -0.9789  C1 1.536, C3 1.536, C4 1.538, C5 1.814
3 C -1.0240 -1.9845 -0.6344  C2 1.536, H14 1.094, H15 1.094, H16 1.098
4 C -1.8251 0.1778 -1.5557  C2 1.538, H17 1.094, H18 1.093, H19 1.098
5 C -0.0841 0.4387 0.4520  C2 1.814, C6 1.525, C7 1.530, C8 1.490
6 C 0.5847 1.7423 0.0271  C5 1.525, H20 1.092, H21 1.094, H22 1.097
7 C -1.2685 0.7166 1.3805  C5 1.530, H23 1.095, H24 1.094, H25 1.092
8 C 0.8749 -0.5427 1.0318  C5 1.490, O9 1.609, H26 1.090, H27 1.089
9 O 1.4741 0.2015 2.3270  C8 1.609, N10 1.439
10 N 2.8787 0.4591 2.1513  O9 1.439, H28 1.021, H29 1.021
11 H 1.3823 -1.1261 -1.7423  C1 1.093
12 H 0.1161 -1.1384 -2.9545  C1 1.098
13 H 0.7597 0.3973 -2.4218  C1 1.095
14 H -1.7281 -2.0100 0.2020  C3 1.094
15 H -0.1683 -2.6207 -0.3895  C3 1.094
16 H -1.5196 -2.4640 -1.4889  C3 1.098
17 H -2.6782 0.1410 -0.8719  C4 1.094
18 H -1.6139 1.2266 -1.7801  C4 1.093
19 H -2.1495 -0.2906 -2.4942  C4 1.098
20 H 0.2184 2.1349 -0.9243  C6 1.092
21 H 0.4576 2.5465 0.7582  C6 1.094
22 H 1.6671 1.6405 -0.1204  C6 1.097
23 H -0.9228 1.1954 2.3024  C7 1.095
24 H -1.9858 1.3999 0.9157  C7 1.094
25 H -1.7840 -0.2008 1.6739  C7 1.092
26 H 1.7262 -0.7767 0.3923  C8 1.090
27 H 0.4182 -1.4245 1.4796  C8 1.089
28 H 3.3265 -0.1140 2.8677  N10 1.021
29 H 2.9852 1.4254 2.4647  N10 1.021

As for the SMILES: CC(C)(C)C(C)(C)CON. The calculation puts the largest force on an atom at 0.078 hartree/bohr. As for the total charge: 0. As for the calculated total energy: -446.114974 hartree.

=====

Density functional theory data (the ωB97M-V functional and the def2-TZVPD basis) for C8H19NO in the gas phase in a non-equilibrium geometry.

Bonds (Å) are listed after each position.
Geometry (Å):
1 C 2.4020 0.3716 -0.4234  C2 1.521, H11 1.092, H12 1.088, H13 1.089
2 C 1.1496 1.2049 -0.2013  C1 1.521, C3 1.525, C4 1.721, H14 1.091
3 C 1.4562 2.4126 0.6781  C2 1.525, H15 1.092, H16 1.090, H17 1.089
4 C -0.1484 0.2937 0.4665  C2 1.721, C5 1.527, O6 1.408, C7 1.504
5 C 0.3226 -0.3896 1.7477  C4 1.527, H18 1.089, H19 1.086, H20 1.089
6 O -1.2169 1.1754 0.7195  C4 1.408, H21 0.963
7 C -0.5798 -0.6872 -0.5893  C4 1.504, C8 1.522, C9 1.687, H22 1.090
8 C -0.9240 -0.0881 -1.9452  C7 1.522, H23 1.089, H24 1.088, H25 1.087
9 C -1.9597 -1.4766 -0.0254  C7 1.687, N10 1.449, H26 1.098, H27 1.089
10 N -1.8981 -2.9132 -0.2039  C9 1.449, H28 1.014, H29 1.014
11 H 3.1899 0.9794 -0.8738  C1 1.092
12 H 2.2116 -0.4644 -1.0926  C1 1.088
13 H 2.7852 -0.0142 0.5204  C1 1.089
14 H 0.7945 1.5899 -1.1588  C2 1.091
15 H 2.2586 3.0068 0.2357  C3 1.092
16 H 1.7816 2.1159 1.6757  C3 1.090
17 H 0.5906 3.0672 0.7706  C3 1.089
18 H -0.5341 -0.7372 2.3228  C5 1.089
19 H 0.9428 -1.2509 1.5180  C5 1.086
20 H 0.8979 0.2971 2.3663  C5 1.089
21 H -1.0117 1.6761 1.5158  O6 0.963
22 H 0.1821 -1.4589 -0.7013  C7 1.090
23 H -1.5162 -0.7994 -2.5198  C8 1.089
24 H -1.5058 0.8202 -1.8063  C8 1.088
25 H -0.0338 0.1367 -2.5280  C8 1.087
26 H -2.8221 -1.0570 -0.5606  C9 1.098
27 H -2.1733 -1.2962 1.0266  C9 1.089
28 H -2.6935 -3.3477 0.2508  N10 1.014
29 H -1.9478 -3.1670 -1.1848  N10 1.014

As for the SMILES: CC(C)[C@@](C)(O)[C@H](C)CN. The calculation puts the largest force on an atom at 0.065 hartree/bohr. As for the total charge: 0. As for the calculated total energy: -446.189713 hartree.

=====

Density functional theory data (the ωB97M-V functional and the def2-TZVPD basis) for a gas-phase ion, C8H19NO2P (charge +1) in a non-equilibrium geometry.

Bonds (Å) are listed after each position.
Geometry (Å):
1 C -3.0793 -0.5459 1.5319  N2 1.449, H13 1.083, H14 1.189, H15 1.079
2 N -2.8704 0.2318 0.3272  C1 1.449, P3 2.212, H16 0.987
3 P -1.0562 -0.6748 -0.5563  N2 2.212, C4 1.892, O5 1.537, O12 1.517
4 C -1.7554 -1.9689 -1.7463  P3 1.892, H17 1.093, H18 1.048, H19 1.044
5 O 0.0401 -1.1757 0.3968  P3 1.537, C6 1.554
6 C 1.2472 -0.1977 0.3603  O5 1.554, C7 1.588, C8 1.592, C9 1.563
7 C 2.4017 -0.9926 -0.3863  C6 1.588, H20 1.200, H21 1.117, H22 1.091
8 C 1.7266 -0.1334 1.8767  C6 1.592, H23 1.068, H24 1.121, H25 1.167
9 C 0.7541 1.0504 -0.4413  C6 1.563, C10 1.521, C11 1.523, O12 1.484
10 C 1.7223 1.6797 -1.4305  C9 1.521, H26 1.093, H27 1.217, H28 1.145
11 C 0.1183 2.0961 0.4660  C9 1.523, H29 1.089, H30 1.188, H31 1.110
12 O -0.3205 0.4452 -1.2669  P3 1.517, C9 1.484
13 H -3.0457 -1.6260 1.4633  C1 1.083
14 H -2.3248 -0.1936 2.3812  C1 1.189
15 H -4.0721 -0.2768 1.8575  C1 1.079
16 H -3.4850 0.0768 -0.4295  N2 0.987
17 H -1.6053 -2.9176 -1.2237  C4 1.093
18 H -1.3520 -1.9935 -2.7137  C4 1.048
19 H -2.7772 -1.7552 -1.7660  C4 1.044
20 H 2.1528 -2.1322 -0.1040  C7 1.200
21 H 3.3038 -0.6187 0.1556  C7 1.117
22 H 2.5441 -0.7386 -1.4381  C7 1.091
23 H 1.8483 -1.1302 2.2416  C8 1.068
24 H 0.9088 0.3516 2.4699  C8 1.121
25 H 2.7369 0.4373 1.7542  C8 1.167
26 H 2.6574 1.8283 -0.8847  C10 1.093
27 H 1.0747 2.6253 -1.8392  C10 1.217
28 H 1.8104 0.8721 -2.2371  C10 1.145
29 H -0.5979 2.5955 -0.1855  C11 1.089
30 H 1.0165 2.6497 1.0115  C11 1.188
31 H -0.3562 1.5927 1.3347  C11 1.110

As for the SMILES: C[NH+]=P1(C)OC(C)(C)C(C)(C)O1. The calculation puts the largest force on an atom at 0.113 hartree/bohr. As for the total charge: +1. As for the calculated total energy: -862.495552 hartree.

=====

Across the entries above, HOMO-LUMO gap takes the values 0.3263, 0.3412, 0.3500, 0.3599, 0.3572, 0.3627 Ha, respectively.